Record 1
Formula: H28O14
Source: the OMol25 dataset
Level of theory: the ωB97M-V functional and the def2-TZVPD basis

Geometry as XYZ:
```
42
Properties=species:S:1:pos:R:3
O -18.9910 8.4495 3.9344
H -19.9193 8.5213 4.1801
H -18.9579 7.7057 3.3030
O -15.6171 8.9240 2.8444
H -14.7909 9.2284 3.2311
H -15.4923 7.9674 2.7290
O -14.4919 6.3142 2.1778
H -14.6396 6.5698 1.2590
H -15.1648 5.6337 2.3581
O -17.6361 3.0742 3.9465
H -17.7329 2.2863 4.4906
H -18.1229 3.7628 4.4197
O -18.8241 6.9960 8.0454
H -18.7162 6.5056 7.2274
H -18.0246 6.8028 8.5449
O -14.6329 3.6816 2.8509
H -13.8798 4.2854 2.8759
H -14.9442 3.6285 3.7759
O -15.3640 8.2814 8.0491
H -15.9149 8.2644 7.2385
H -14.8538 9.0947 7.9854
O -16.9768 8.7135 5.8371
H -16.8574 9.6682 5.7993
H -17.6339 8.5190 5.1306
O -15.0346 2.5347 5.3370
H -14.1461 2.2583 5.5970
H -15.5941 2.3036 6.0870
O -18.8008 5.9471 2.4608
H -17.9923 5.8148 2.9835
H -18.5819 5.6266 1.5797
O -16.7267 5.9484 4.5305
H -16.4886 5.1635 5.0418
H -17.0351 6.5808 5.1902
O -17.5293 4.7060 6.9922
H -16.6339 4.9375 7.3093
H -17.7015 3.8288 7.3500
O -14.2566 7.4597 4.8981
H -14.4822 6.7214 4.3282
H -15.1059 7.7787 5.2317
O -14.9153 5.4697 7.2691
H -14.3687 6.2626 7.1591
H -14.4499 4.7750 6.7870
```

Total charge: 0
Energy above the lowest of the compared OMol25 structures with the same formula, charge and spin in eV: 0.856
M in g/mol: 252.210
HOMO energy in Ha: -0.3839

Atomic partial charges in e from the Mulliken method, atoms 1 to 4: -0.682, 0.299, 0.349, -0.634

Record 2
Formula: C50H67ClFIN12O6
Source: the OMol25 dataset
Level of theory: the ωB97M-V functional and the def2-TZVPD basis

Geometry as XYZ:
```
138
Properties=species:S:1:pos:R:3
C 5.6864 2.2587 2.0308
C 5.6679 1.6766 0.6244
C 5.6028 0.1393 0.6367
C 4.6260 -0.4606 -0.3680
N 3.9834 -1.6927 0.1132
C 2.5886 -1.8311 -0.0919
C 2.1200 -2.9209 -0.8294
O 2.9904 -3.8501 -1.3182
C 3.8498 -3.4305 -2.3827
C 3.1841 -2.6347 -3.4840
C 4.1665 -2.4399 -4.6426
C 5.2429 -1.3761 -4.3668
C 0.7525 -3.1548 -1.0458
C 0.4477 -4.4536 -1.7594
F -0.7452 -4.4121 -2.4914
C 0.4472 -5.6537 -0.7977
C 0.4312 -5.3297 0.6881
C -0.2004 -2.2445 -0.5298
C -1.6827 -2.4473 -0.6981
O -2.0276 -1.8158 -1.9291
O -3.2985 -2.3272 -2.3487
C 0.2709 -1.1200 0.1640
C 1.6410 -0.9320 0.3915
C 2.0327 0.2432 1.2010
O 2.8700 0.1835 2.0668
C 1.2573 1.4684 0.9087
C 1.8606 2.7128 0.8651
C 1.0919 3.8150 0.5118
Cl 1.9164 5.3174 0.3695
C -0.2778 3.6815 0.2613
I -1.3506 5.3794 -0.3038
C -0.9100 2.4283 0.3548
C -2.3732 2.2442 0.0505
O -2.4643 1.8118 -1.3030
C -3.4182 2.4904 -2.1051
C -0.1082 1.3176 0.6577
C -0.6398 -0.0812 0.7379
O -1.6789 -0.3406 1.2850
H 6.2099 3.2109 2.0728
H 4.6770 2.3725 2.4194
H 6.2051 1.5813 2.6996
H 4.8397 2.0864 0.0484
H 6.5898 1.9708 0.1249
H 6.5949 -0.2545 0.4403
H 5.3579 -0.1728 1.6490
H 3.8735 0.2665 -0.6828
H 5.1950 -0.7237 -1.2617
H 4.2318 -1.8770 1.0735
H 4.2504 -4.3521 -2.7963
H 4.6881 -2.8690 -1.9729
H 2.3076 -3.1588 -3.8601
H 2.9009 -1.6425 -3.1370
H 3.5974 -2.1152 -5.5089
H 4.6548 -3.3835 -4.8741
H 6.1781 -1.8315 -4.0525
H 4.9321 -0.7156 -3.5590
H 5.4275 -0.7615 -5.2411
H 1.2291 -4.6120 -2.4925
H -0.3802 -6.3024 -1.0762
H 1.3603 -6.2107 -0.9960
H 0.4460 -6.2591 1.2405
H 1.3205 -4.7873 0.9905
H -0.4730 -4.8055 0.9894
H -1.9141 -3.5037 -0.7465
H -2.2482 -2.0202 0.1208
H -3.0465 -2.7878 -3.1600
H 2.9158 2.8196 1.0583
H -2.8130 1.4987 0.7007
H -2.9001 3.1802 0.1944
H -2.9583 3.3151 -2.6525
H -4.2495 2.8762 -1.5176
H -3.8114 1.7978 -2.8337
C 1.3159 -1.8136 4.0087
C 0.8298 -3.1856 3.9515
N 0.4321 -4.2608 3.8975
H 0.8168 -1.2112 3.2539
H 1.1122 -1.3755 4.9842
H 2.3871 -1.7679 3.8256
C -6.3182 -2.8508 -1.2754
C -6.9909 -4.1380 -1.3243
N -7.5109 -5.1606 -1.3548
H -6.6824 -2.1942 -2.0636
H -6.4896 -2.3584 -0.3199
H -5.2441 -2.9737 -1.4097
C -3.7058 6.9073 2.5557
C -4.1336 5.5256 2.6978
N -4.4719 4.4344 2.8062
H -4.2361 7.3879 1.7350
H -3.9042 7.4771 3.4629
H -2.6392 6.9571 2.3442
C 0.2104 2.6571 -3.1468
C -0.4159 3.1059 -4.3763
N -0.9007 3.4723 -5.3504
H -0.4793 2.0533 -2.5537
H 1.0889 2.0502 -3.3667
H 0.5258 3.5092 -2.5457
C -3.5898 2.3178 -7.1782
C -4.3588 1.9722 -5.9938
N -4.9661 1.7133 -5.0552
H -3.0800 1.4380 -7.5664
H -4.2464 2.7103 -7.9529
H -2.8435 3.0689 -6.9252
C -3.2071 -7.4677 -1.6931
C -2.6088 -7.7385 -0.3961
N -2.1348 -7.9525 0.6263
H -4.2895 -7.5609 -1.6368
H -2.9661 -6.4545 -2.0124
H -2.8280 -8.1666 -2.4369
C -6.3731 5.7821 5.3774
C -6.4805 6.6114 6.5674
N -6.5694 7.2579 7.5117
H -6.7537 4.7802 5.5704
H -6.9510 6.2065 4.5582
H -5.3387 5.6916 5.0586
C -9.0863 4.6085 9.1954
C -9.2108 4.0845 7.8439
N -9.2945 3.6886 6.7702
H -9.7267 5.4791 9.3216
H -9.3751 3.8525 9.9231
H -8.0579 4.9092 9.3874
C 2.1483 6.4041 -5.2192
C 1.7196 6.0399 -3.8782
N 1.3658 5.7598 -2.8230
H 1.2817 6.5973 -5.8485
H 2.7677 7.2985 -5.1887
H 2.7249 5.5952 -5.6638
C 10.1683 2.2360 1.9097
C 9.1657 1.2196 2.1884
N 8.3750 0.4180 2.4079
H 10.3437 2.3102 0.8381
H 9.8347 3.2054 2.2754
H 11.1073 1.9844 2.3988
C -0.4715 -7.7174 3.9062
C 0.9438 -7.6858 3.5915
N 2.0561 -7.6301 3.3141
H -1.0626 -7.8949 3.0094
H -0.6916 -8.5053 4.6250
H -0.7786 -6.7625 4.3320
```

Total charge: 0
M in g/mol: 1113.519
SMILES string: CCCCNc1c(OCCCC)c([C@H](F)CC)c(COO)c2c1C(=O)c1cc(Cl)c(I)c(COC)c1C2=O.CC#N.CC#N.CC#N.CC#N.CC#N.CC#N.CC#N.CC#N.CC#N.CC#N.CC#N
HOMO energy in Ha: -0.3333

Atomic partial charges in e from the Mulliken method, atoms 1 to 4: -1.471, -0.476, -0.711, -0.714

Record 3
Formula: C9H18NO2
Source: the OMol25 dataset
Level of theory: the ωB97M-V functional and the def2-TZVPD basis

Geometry as XYZ:
```
30
Properties=species:S:1:pos:R:3
C -0.1961 -1.8534 0.5976
C 1.0559 -0.7300 2.0604
C 0.3139 0.3899 1.3263
C -1.1134 0.3715 1.9414
C 1.1145 1.6819 1.4725
C 0.3131 1.6576 -1.5004
C 0.6558 -0.8116 -2.3507
C -1.5977 -0.1277 -1.7869
C -0.1459 0.0825 -1.4869
N 0.2727 -0.3001 -0.0691
O 0.3368 -2.0195 1.7356
O -0.8623 -2.6718 0.0259
H 2.0833 -0.8792 1.6131
H 1.1078 -0.6500 3.1249
H -1.3226 -0.6302 1.9407
H -1.8726 0.8775 1.4103
H -1.1110 0.7695 2.9687
H 0.6682 2.4792 0.8406
H 2.1439 1.6157 1.1125
H 1.2382 1.8470 2.5703
H -0.2352 2.3177 -0.8461
H 1.4299 1.6448 -1.5634
H 0.0728 2.2002 -2.4751
H 1.5862 -0.9549 -1.9094
H 0.7535 -0.3488 -3.2493
H 0.1960 -1.8323 -2.5092
H -2.3123 0.2540 -1.0111
H -1.8866 0.4310 -2.6996
H -1.7000 -1.2858 -1.8226
H -0.9869 -3.5246 0.5391
```

Total charge: +1
Energy above the lowest of the compared OMol25 structures with the same formula, charge and spin in eV: 3.368
M in g/mol: 172.248
SMILES string: CC(C)(C)[N+]1=C(O)OCC1(C)C
HOMO energy in Ha: -0.4919

Atomic partial charges in e from the Mulliken method, atoms 1 to 4: 0.395, -0.794, 0.968, -1.366